{
  "formula": "C32H64Br4F6N9O10RbS2",
  "method": "ωB97M-V/def2-TZVPD",
  "lumo_energy_ev": -1.46,
  "total_energy_ha": -14218.608552,
  "orbital_gap_ev": 6.93,
  "homo_energy_ev": -8.4,
  "symbols": ["Rb", "Br", "Br", "Br", "Br", "S", "S", "F", "F", "F", "F", "F", "F", "O", "O", "O", "O", "O", "O", "O", "O", "O", "O", "N", "N", "N", "N", "N", "N", "N", "N", "N", "C", "C", "C", "C", "C", "C", "C", "C", "C", "C", "C", "C", "C", "C", "C", "C", "C", "C", "C", "C", "C", "C", "C", "C", "C", "C", "C", "C", "C", "C", "C", "C", "H", "H", "H", "H", "H", "H", "H", "H", "H", "H", "H", "H", "H", "H", "H", "H", "H", "H", "H", "H", "H", "H", "H", "H", "H", "H", "H", "H", "H", "H", "H", "H", "H", "H", "H", "H", "H", "H", "H", "H", "H", "H", "H", "H", "H", "H", "H", "H", "H", "H", "H", "H", "H", "H", "H", "H", "H", "H", "H", "H", "H", "H", "H", "H"],
  "coordinates": [[-4.672838, -0.223906, 0.350800], [-4.231580, -4.865011, 1.272594], [-4.201371, -5.524320, 4.804249], [-0.362404, -7.087611, 0.069479], [-3.303430, -2.621670, 6.894551], [-1.024886, -1.390759, 1.224474], [-1.244816, -1.591609, -1.324167], [-2.078115, 0.659311, 2.533690], [-2.138229, -1.419409, -3.828797], [-3.125011, -0.038726, -2.461707], [-0.027856, 0.215416, 3.053959], [-0.526274, 1.225764, 1.178562], [-3.636055, -2.134535, -2.409583], [-0.084873, -0.876333, -1.816508], [3.703254, 0.867672, -0.227792], [-1.831255, 4.848068, 0.916417], [-1.067252, -3.026114, -1.191599], [-1.825005, -2.215868, 2.086465], [-4.333316, 3.419875, -5.392982], [0.327068, -1.802389, 1.005388], [-2.381163, 4.057554, 5.057099], [3.341792, -3.225836, 3.071319], [4.191461, 3.688310, -3.468817], [3.091288, -2.900967, -4.638550], [3.587115, -1.006207, 3.520369], [-4.588078, 1.310714, -6.199820], [-2.080111, 3.863695, -1.121514], [-1.034628, 2.331204, 5.736119], [2.181523, 2.678735, -3.081005], [-1.970906, -0.877590, -0.125627], [4.586966, -1.179004, -0.685538], [1.095329, 5.205046, -1.552094], [4.374259, -2.516651, -1.186866], [-2.499301, -5.413867, 0.610040], [-4.319113, 2.218611, -5.227796], [1.101637, 5.762050, 0.998788], [3.374652, 3.201477, -2.717084], [1.101931, 5.443073, -0.431463], [-0.874776, 0.298054, 2.039029], [0.298165, 1.923648, 6.121780], [-2.037775, -6.763168, 1.061793], [2.999224, -2.065671, 2.927571], [1.348244, 1.889398, -2.211185], [1.743409, 2.737023, -4.459709], [2.158071, -3.367825, -4.160788], [-2.678463, -4.287320, 4.589265], [3.156299, 0.343055, 3.176103], [-3.099522, -2.868235, 4.955756], [1.928956, 4.736395, 1.791899], [-4.435086, -0.103909, -5.924168], [1.237997, 3.361130, 1.714853], [4.806224, -1.126064, 4.314778], [-1.800195, 4.895181, -0.297862], [-2.622368, -1.275857, -2.611323], [-2.622773, 2.651475, -0.564275], [-4.728236, 1.650626, -7.602013], [0.967828, -3.949895, -3.542130], [3.660901, -0.206185, -0.800498], [-2.037314, 4.043144, -2.559038], [-1.294337, 3.563958, 5.263668], [1.208466, -5.172895, -2.656399], [-2.060845, 1.324018, 5.822692], [5.769957, -0.951249, 0.102986], [2.177281, -4.891741, -1.509870], [-2.369282, 2.472624, 0.474119], [-1.771681, -6.815460, 2.112989], [2.372311, 0.424962, 2.423201], [3.488783, -2.636347, -1.809125], [-1.664120, 5.012444, -2.873991], [-2.044213, 0.772255, 6.764605], [1.753685, -4.134453, -0.843265], [-1.861728, 0.521906, 5.099708], [-2.393926, -4.305780, 3.539803], [1.376662, 2.943560, 0.716400], [6.585088, -1.572346, -0.255972], [0.360197, 1.575624, 7.154550], [-3.532559, -0.504821, -6.393315], [0.985462, 2.754065, 5.977353], [-4.810286, 2.732320, -7.704160], [-1.844779, -4.636577, 5.190718], [-3.706893, 2.569507, -0.707633], [-1.338088, 3.328672, -3.002129], [1.540077, 2.659042, 2.486885], [-5.287377, -0.691456, -6.268614], [0.082036, 5.738788, 1.386919], [5.597457, -0.593434, 3.781886], [-1.774331, -4.670857, 0.947927], [0.741267, 3.175564, -4.511125], [1.502537, -6.062035, -3.214848], [2.220120, -5.808767, -0.923013], [0.314431, 2.195993, -2.370024], [-1.563392, 5.798595, -0.874668], [6.060311, 0.102835, 0.047106], [-2.715509, -7.569994, 0.798281], [0.165315, 3.555608, 1.807305], [-3.066135, 1.645493, 5.570344], [0.614181, -3.132515, -2.900526], [1.650490, 2.078905, -1.179106], [5.220757, -2.795680, -1.821086], [1.883679, 5.014595, 2.847476], [1.456653, 6.782873, 1.143656], [-4.166880, 1.780858, -4.226960], [-3.894687, 1.324233, -8.220630], [-3.023236, 3.829305, -2.979286], [-4.329625, -0.307117, -4.860726], [-0.368068, 4.144557, 5.101834], [0.202459, -4.067123, -4.310422], [-2.162718, 1.827108, -1.120067], [0.622277, 1.069176, 5.520917], [3.548248, 3.043858, -1.641712], [-5.690132, 1.262340, -7.937846], [4.311991, -3.224941, -0.356502], [2.407729, 3.385257, -5.026261], [1.436375, 0.812233, -2.352879], [0.235171, -5.393853, -2.215459], [-4.019171, -2.645240, 4.423868], [5.059331, -2.180651, 4.351752], [4.012395, 0.830482, 2.704568], [1.671875, 1.761188, -4.945957], [2.818634, -0.548487, -1.419987], [5.635395, -1.016447, 1.190083], [-2.299446, -2.223262, 4.597964], [3.153369, -4.512883, -1.808841], [2.961793, 4.639801, 1.462936], [2.133542, -1.784241, 2.315963], [2.695752, 0.803646, 4.054057], [-2.446864, -5.330735, -0.473430], [4.627547, -0.650055, 5.276426]],
  "forces_ev_per_a": [[0.051, -0.059, 0.096], [-0.091, -0.087, -0.226], [0.592, 0.193, 0.151], [-0.334, -0.123, 0.335], [-0.038, 0.033, -0.708], [-0.988, 0.968, 0.208], [1.071, -0.189, -2.397], [-0.180, -0.167, -0.021], [-0.202, 0.019, -0.015], [-0.052, 0.117, -0.186], [0.122, 0.083, -0.133], [0.549, -0.195, -0.067], [0.040, 0.105, -0.174], [-0.973, -0.288, 0.018], [0.050, 0.259, -0.048], [-0.123, -0.019, 0.138], [-0.832, 0.733, -0.139], [-0.320, 0.392, -0.025], [0.234, 0.114, 0.130], [-0.253, 0.346, -0.537], [-0.182, -0.391, -0.198], [0.058, -0.013, -0.080], [0.024, 0.371, -0.089], [0.147, 0.085, -0.003], [-0.432, 0.325, -0.497], [0.551, -0.811, 0.376], [-0.116, 0.650, 0.624], [-0.253, -0.464, 0.279], [-0.193, -0.404, -0.985], [1.728, -1.224, 2.460], [-0.174, 0.229, 0.086], [-0.077, -0.116, -0.386], [0.466, -0.261, -0.159], [1.125, 0.780, -0.312], [-0.583, 0.450, -0.515], [0.531, -0.051, 0.289], [-0.082, -0.779, 0.313], [-0.050, 0.353, 0.536], [-0.835, -0.469, -0.010], [0.078, -0.285, -0.350], [0.170, -0.468, -0.159], [0.087, -0.454, 0.284], [0.381, 0.408, 0.621], [-0.160, 0.452, -0.138], [0.071, -0.419, -0.203], [-0.506, 0.195, 0.286], [0.023, -0.247, -0.088], [0.554, -0.774, -0.236], [-0.591, -0.802, 0.516], [0.215, -0.304, 0.071], [-0.381, 0.823, -0.589], [-0.618, 0.199, -0.914], [-0.296, 0.036, -0.290], [0.864, -0.620, 0.984], [0.539, -0.985, -0.968], [-0.697, 0.942, 0.305], [0.063, 0.818, 0.244], [-0.138, -0.807, 0.337], [-0.079, -1.035, -0.269], [0.199, 0.843, 0.147], [-0.181, 0.322, 0.021], [-0.043, -1.346, -0.375], [0.333, 1.176, 0.463], [-0.725, -0.070, 0.146], [0.022, 0.631, 0.097], [-0.116, 0.045, 0.011], [0.077, -0.803, -0.173], [-0.003, 0.631, 0.215], [-0.230, 0.227, 0.372], [-0.121, 0.495, 0.315], [-0.067, 0.035, -0.046], [0.237, 0.100, -0.157], [-0.148, -0.037, -0.046], [0.134, -0.272, 0.175], [0.000, -0.111, 0.155], [-0.244, 0.273, 0.141], [-0.027, 0.009, -0.142], [0.060, -0.027, 0.014], [0.161, 0.006, 0.185], [-0.144, -0.143, 0.109], [-0.167, 0.266, -0.009], [-0.038, -0.100, 0.048], [0.234, -0.022, -0.040], [-0.081, 0.164, -0.152], [-0.027, -0.039, -0.258], [0.164, 0.050, 0.187], [-0.263, 0.081, 0.169], [-0.027, 0.051, 0.115], [0.124, 0.143, -0.209], [0.561, 0.075, 0.094], [-0.121, -0.117, 0.202], [0.156, 0.141, 0.178], [0.023, -0.094, -0.609], [0.023, 0.016, 0.012], [-0.001, -0.247, 0.186], [0.137, 0.639, 0.322], [-0.135, -0.248, 0.016], [-0.185, 0.021, -0.050], [-0.002, -0.097, 0.048], [0.346, 0.350, -0.092], [0.211, -0.024, -0.158], [0.106, -0.241, -0.109], [0.010, -0.323, 0.085], [0.002, 0.319, -0.187], [-0.081, 0.295, 0.099], [0.042, -0.009, 0.057], [0.064, -0.299, -0.014], [-0.138, -0.102, 0.067], [0.081, 0.082, -0.176], [0.096, 0.219, 0.084], [0.193, -0.304, -0.330], [-0.039, 0.013, -0.005], [0.111, -0.129, 0.041], [-0.025, 0.083, -0.388], [0.018, -0.102, -0.020], [-0.151, 0.270, 0.346], [-0.013, -0.012, 0.392], [-0.106, 0.647, 0.536], [0.259, -0.145, 0.163], [-0.108, 0.253, -0.119], [-0.270, -0.842, -0.083], [-0.099, 0.256, 0.273], [-0.057, -0.658, -0.183], [0.059, 0.338, 0.014], [0.034, 0.050, -0.077], [0.672, 0.518, 0.095], [-0.583, -0.097, 0.004], [0.264, -0.244, 0.234]],
  "lowdin_charge": [0.83, 0.66, 0.57, 0.71, 0.61, 0.64, 0.55, 0.10, 0.17, 0.07, 0.15, 0.15, 0.11, -0.28, 0.00, 0.01, -0.29, -0.30, 0.02, -0.27, 0.02, 0.00, 0.01, 0.15, -0.19, -0.19, -0.16, -0.18, -0.18, -0.40, -0.17, 0.20, -0.06, -0.74, -0.34, -0.17, -0.36, -0.21, -0.66, -0.05, -0.63, -0.34, -0.07, -0.05, -0.24, -0.66, -0.07, -0.70, -0.22, -0.06, -0.10, -0.03, -0.35, -0.66, -0.07, -0.04, -0.19, -0.32, -0.04, -0.35, -0.26, -0.05, -0.04, -0.11, 0.07, 0.06, 0.06, 0.05, 0.09, 0.08, 0.08, 0.06, 0.01, 0.05, 0.09, 0.09, 0.10, 0.09, 0.09, 0.06, 0.08, 0.07, 0.06, 0.09, 0.09, 0.08, 0.03, 0.08, 0.11, 0.05, 0.06, 0.13, 0.09, 0.06, 0.06, 0.09, 0.08, 0.06, 0.10, 0.10, 0.12, 0.12, 0.09, 0.08, 0.06, 0.13, 0.12, 0.07, 0.07, 0.12, 0.09, 0.10, 0.08, 0.06, 0.05, 0.05, 0.09, 0.09, 0.09, 0.13, 0.08, 0.04, 0.05, 0.11, 0.10, 0.08, 0.04, 0.09]
}